# 1
Formula: CHBrN2
Source: the OMol25 dataset
Level of theory: wB97M-V/def2-TZVPD

Atoms and positions in Å:
H: -1.570 1.191 0.728
N: 0.798 -0.787 0.150
Br: 2.010 -0.971 -1.223
C: -0.083 0.014 0.199
N: -1.155 0.552 0.147

Forces on the atoms, in the same order (eV/Å):
H -0.72 2.00 1.42
N 2.33 -1.91 0.18
Br -0.03 0.30 0.14
C -1.51 0.82 -0.59
N -0.06 -1.21 -1.13

For the HOMO energy, the calculation gives -9.725 eV. As for the SMILES: N=C=NBr. Its orbital gap is 0.3463 hartree. The spin multiplicity is 1. The net charge is 0.



# 2
Formula: CHCl2N
Source: the OMol25 dataset
Level of theory: wB97M-V/def2-TZVPD

Atoms and positions in Å:
N: -1.266 3.645 -2.570
H: 0.406 -1.242 -0.119
C: -0.147 3.449 -2.738
Cl: -0.343 -0.255 -0.672
Cl: 1.460 3.273 -3.069

Forces on the atoms, in the same order (eV/Å):
N -0.10 -0.12 0.13
H -1.12 1.48 -0.83
C 0.64 0.13 -0.31
Cl 1.12 -1.46 0.82
Cl -0.55 -0.04 0.20

For the HOMO energy, the calculation gives -11.821 eV. As for the SMILES: N#CCl.Cl. Its orbital gap is 0.4487 hartree. The spin multiplicity is 1. The net charge is 0.



# 3
Formula: CHCl2NO
Source: the OMol25 dataset
Level of theory: wB97M-V/def2-TZVPD

Atoms and positions in Å:
O: 0.376 -1.177 -1.790
H: 1.388 0.866 1.820
Cl: 1.942 0.439 0.785
N: -0.467 -0.708 -1.109
Cl: -2.278 0.559 0.619
C: -0.962 0.021 -0.326

Forces on the atoms, in the same order (eV/Å):
O 0.63 -1.18 -1.16
H -0.45 0.37 0.88
Cl 0.59 -0.35 -0.82
N -0.41 2.07 1.80
Cl 1.28 -0.60 -0.97
C -1.64 -0.32 0.27

For the HOMO energy, the calculation gives -9.849 eV. As for the SMILES: [O-][N+]#CCl.Cl. Its orbital gap is 0.3578 hartree. The spin multiplicity is 1. The net charge is 0.



# 4
Formula: CHCl2NO2
Source: the OMol25 dataset
Level of theory: wB97M-V/def2-TZVPD

Atoms and positions in Å:
O: 0.397 1.298 -1.858
Cl: 0.244 -1.687 0.973
N: 0.532 0.269 -1.247
O: 0.638 -0.912 -1.569
H: 0.330 0.752 1.164
C: -0.240 -0.090 1.241
Cl: -1.902 0.371 1.296

Forces on the atoms, in the same order (eV/Å):
O 0.26 -1.50 0.47
Cl -0.30 0.63 0.92
N -0.21 -1.39 -0.77
O -0.09 3.05 -0.30
H 2.17 1.51 0.08
C -2.24 -1.67 -0.41
Cl 0.41 -0.62 0.02

For the HOMO energy (alpha / beta), the calculation gives -10.434 / -8.582 eV. Its orbital gap (alpha / beta) is 0.3576 / 0.2483 hartree. The spin multiplicity is 1. The net charge is 0.



# 5
Formula: CHCl2NOS
Source: the OMol25 dataset
Level of theory: wB97M-V/def2-TZVPD

Atoms and positions in Å:
Cl: 2.867 1.103 1.498
C: -1.110 0.085 -0.346
N: 0.048 -0.382 -0.169
Cl: -1.193 -0.856 -2.223
S: 1.055 0.454 2.120
O: -2.094 0.621 -0.041
H: 0.426 -1.026 -0.839

Forces on the atoms, in the same order (eV/Å):
Cl -1.08 -0.37 0.32
C -1.67 -0.66 -1.31
N 1.91 1.42 3.47
Cl -0.45 -0.01 -0.57
S 0.09 -0.53 -2.55
O 0.48 0.53 0.63
H 0.73 -0.37 0.01

For the HOMO energy (alpha / beta), the calculation gives -10.001 / -10.000 eV. Its orbital gap (alpha / beta) is 0.2174 / 0.2173 hartree. The spin multiplicity is 1. The net charge is 0.



# 6
Formula: CHCl2P
Source: the OMol25 dataset
Level of theory: wB97M-V/def2-TZVPD

Atoms and positions in Å:
Cl: 1.168 0.009 2.030
H: -0.592 -0.142 -1.686
P: 1.302 0.256 -0.009
C: -0.222 0.015 -0.655
Cl: -1.655 -0.138 0.320

Forces on the atoms, in the same order (eV/Å):
Cl -0.34 0.20 -0.38
H 1.27 0.51 0.40
P 0.12 -0.27 -0.82
C -1.07 -0.33 0.67
Cl 0.02 -0.11 0.13

For the HOMO energy, the calculation gives -9.483 eV. As for the SMILES: Cl/C=P\Cl. Its orbital gap is 0.3355 hartree. The spin multiplicity is 1. The net charge is 0.



# 7
Formula: CHClF2OS2
Source: the OMol25 dataset
Level of theory: wB97M-V/def2-TZVPD

Atoms and positions in Å:
O: -2.352 3.396 -0.866
F: -0.551 -1.158 -1.956
S: -1.425 1.367 0.940
F: 0.814 0.346 -1.866
S: -1.521 2.250 -1.032
C: 0.357 -0.644 -1.140
H: -0.796 0.247 0.310
Cl: -2.866 0.842 -2.221

Forces on the atoms, in the same order (eV/Å):
O -0.29 1.12 0.10
F 0.74 -0.27 1.05
S 0.56 -1.13 -1.94
F 0.46 -0.09 0.60
S -0.81 -1.55 0.03
C -0.93 0.04 -1.92
H -0.63 1.18 1.18
Cl 0.89 0.71 0.90

For the HOMO energy, the calculation gives -10.345 eV. Its orbital gap is 0.3323 hartree. The spin multiplicity is 1. The net charge is 0.



# 8
Formula: CHClF3N
Source: the OMol25 dataset
Level of theory: wB97M-V/def2-TZVPD

Atoms and positions in Å:
H: 1.554 -0.119 0.050
C: 0.509 0.365 -0.120
F: -0.317 -1.752 0.248
F: -1.707 -0.156 0.207
Cl: 0.101 1.991 0.364
N: -0.428 -0.452 0.660
F: 0.287 0.124 -1.409

Forces on the atoms, in the same order (eV/Å):
H -1.57 1.64 0.51
C 0.87 -2.17 0.17
F 0.63 -0.32 -0.33
F 0.20 0.27 -0.05
Cl 0.82 0.08 -0.21
N -0.76 -0.12 1.32
F -0.19 0.62 -1.40

For the HOMO energy, the calculation gives -11.414 eV. As for the SMILES: F[C@@H](Cl)N(F)F. Its orbital gap is 0.4488 hartree. The spin multiplicity is 1. The net charge is 0.



Number 1: F_max 3.02 eV Å⁻¹, E -74073.8107 eV. Number 2: F_max 2.03 eV Å⁻¹, E -27587.1713 eV. Number 3: F_max 2.78 eV Å⁻¹, E -29631.9741 eV. Number 4: F_max 3.07 eV Å⁻¹, E -31677.4785 eV. Number 5: F_max 4.20 eV Å⁻¹, E -40467.2674 eV. Number 6: F_max 1.43 eV Å⁻¹, E -35386.2833 eV. Number 7: F_max 2.31 eV Å⁻¹, E -42725.1488 eV. Number 8: F_max 2.34 eV Å⁻¹, E -23213.9901 eV.